# 1
# C5H13N2O

The ion C5H13N2O with charge +1 (ωB97M-V with the def2-TZVPD basis set, the OMol25 dataset).

Properties
- max |F| (eV/A) = 0.897
- gap between HOMO and LUMO (eV) = 11.60
- energy above the lowest of the compared OMol25 structures with the same formula, charge and spin (kcal/mol) = 36.2
- charge = +1
- E_LUMO (eV) = -2.718
- SMILES = C=NCC[C@H]([NH3+])CO

Each line ends with the Löwdin charge.
Cartesian coordinates (Å):
1 H 0.05813 -2.72600 -1.03772  0.14
2 H -1.26323 0.97345 -1.59713  0.17
3 H 1.90182 1.11093 0.19493  0.13
4 H 1.92714 0.60033 1.83781  0.12
5 C -0.54937 -1.86107 -1.32129  -0.22
6 H -2.04707 -0.05690 -0.64887  0.16
7 H -1.46790 -2.12335 -0.79483  0.13
8 H 0.13617 -1.01493 1.38932  0.13
9 C 0.69797 -0.61301 0.54402  -0.13
10 H 0.92304 2.43762 3.01287  0.10
11 N 0.15213 1.64725 1.24161  -0.07
12 N -1.16766 0.44252 -0.73887  0.22
13 C -0.01308 -0.54221 -0.79130  -0.27
14 C 1.25886 0.74994 0.99087  -0.21
15 H 0.67279 -0.15994 -1.52478  0.15
16 H -0.95283 1.10513 0.05685  0.11
17 H -0.73979 3.01023 2.45392  0.09
18 C 0.13050 2.37947 2.26471  0.03
19 H 1.56646 -1.25704 0.36908  0.14
20 O -0.82633 -1.70319 -2.69503  -0.03
21 H -0.39775 -2.39922 -3.20616  0.11



# 2
# C5H13N2O

The ion C5H13N2O with charge +1 in a non-equilibrium geometry (ωB97M-V with the def2-TZVPD basis set, the OMol25 dataset).

Properties
- max |F| (eV/A) = 2.486
- gap between HOMO and LUMO (eV) = 10.59
- energy above the lowest of the compared OMol25 structures with the same formula, charge and spin (kcal/mol) = 35.8
- charge = +1
- E_LUMO (eV) = -2.901
- SMILES = C[C@H]([NH3+])CNCC=O

Each line ends with the Löwdin charge.
Cartesian coordinates (Å):
1 H -0.28783 -0.73620 1.07124  0.13
2 O 2.05751 -0.79143 0.02579  0.04
3 C 1.42060 1.15836 1.31711  -0.13
4 H 0.45723 -0.26681 -1.21786  0.13
5 H -0.55869 -0.09261 -2.60097  0.17
6 C 2.36795 0.08289 0.79273  -0.20
7 H -3.08526 -0.84631 0.43460  0.10
8 H 1.99110 2.07453 1.14543  0.13
9 N 0.23198 1.24696 0.41460  -0.07
10 H -2.00192 0.84196 -1.04093  0.15
11 H 3.39259 0.09892 1.19495  0.13
12 C -1.50832 -0.06745 -0.67950  -0.31
13 H -0.55793 -1.51341 -1.65000  0.16
14 H -2.20303 -2.13912 -0.37418  0.09
15 C -0.74676 0.17576 0.68686  -0.17
16 H -0.20793 2.14821 0.30389  0.12
17 H -1.52968 0.35764 1.43399  0.13
18 H -3.32873 -1.19878 -1.29515  0.09
19 H 1.04742 1.02713 2.33264  0.13
20 C -2.58157 -1.12235 -0.50250  -0.05
21 N -0.45553 -0.50216 -1.68020  0.22



# 3
# C5H13N2O2PSi

An isolated molecule of C5H13N2O2PSi in a non-equilibrium geometry (ωB97M-V with the def2-TZVPD basis set, the OMol25 dataset).

Properties
- max |F| (eV/A) = 4.654
- gap between HOMO and LUMO (eV) = 8.44
- energy above the lowest of the compared OMol25 structures with the same formula, charge and spin (kcal/mol) = 0.0
- charge = 0
- E_LUMO (eV) = 0.815
- SMILES = COC(=O)[C@@H]1C[C@]1([SiH3])P(N)N

Each line ends with the Löwdin charge.
Cartesian coordinates (Å):
1 C -0.87006 -0.61891 -0.35684  -0.62
2 H -2.58648 -0.98063 1.65658  -0.08
3 H -0.43962 -2.12832 -1.77335  0.11
4 H 3.59814 1.55077 0.52730  0.07
5 C 0.78312 -1.01762 -0.35261  -0.09
6 H 4.63723 0.53293 1.37271  0.13
7 H -0.07907 1.27262 1.49810  0.06
8 H 4.67795 0.55622 -0.56691  0.10
9 H -3.33643 1.08427 0.36349  -0.04
10 N -1.07966 1.40156 1.27376  -0.18
11 C 4.04204 0.55892 0.33913  -0.06
12 H 0.01339 -0.44712 -2.38484  0.10
13 N -2.86846 1.40938 -0.38819  -0.20
14 C -0.13857 -1.08512 -1.54712  -0.19
15 P -1.18429 1.24746 -0.36710  0.76
16 Si -2.20452 -1.58599 0.38637  0.60
17 H -1.51926 2.19781 1.63935  0.02
18 C 1.73918 0.11801 -0.21483  -0.50
19 H -3.35676 -1.36353 -0.39402  -0.10
20 O 2.91680 -0.35577 0.30764  -0.06
21 H -1.95033 -3.14172 0.47197  -0.04
22 H 0.99341 -1.84490 0.24453  0.11
23 O 1.52284 1.26729 -0.40026  0.05
24 H -3.31055 1.37241 -1.33485  0.06



Which HOMO belongs to each record? In order, -14.3194, -13.4946, -7.6212 eV.